# 1
C3H6N2S | ωB97M-V/def2-TZVPD

For the energy above the lowest of the compared OMol25 structures with the same formula, charge and spin, the calculation gives 0.872 eV. For the LUMO energy, the calculation gives 0.89 eV. The HOMO energy is -8.61 eV. The frontier orbital gap is 9.50 eV. As for the SMILES: C=C(C)S.N#N.

```
12
Properties=species:S:1:pos:R:3:forces:R:3
C 0.494 -0.799 -1.156 0.504 1.002 4.858
C 0.566 -0.414 0.150 -2.122 -1.631 -0.910
C 0.902 0.915 0.660 0.620 2.786 -3.724
N -2.501 0.365 -1.602 -0.402 -0.045 0.932
N -2.917 0.311 -0.590 0.368 0.055 -0.917
S -0.118 -1.580 1.382 0.918 -1.322 -1.721
H 0.199 -1.727 -1.453 -0.993 -2.416 -0.623
H 0.898 -0.181 -1.842 1.223 2.030 -2.329
H 0.298 1.758 0.117 0.331 -1.587 1.350
H 0.876 0.995 1.692 -0.102 0.344 1.850
H 1.890 1.249 0.266 -0.148 -0.556 0.644
H -0.586 -0.891 2.377 -0.197 1.339 0.590
```
Forces are in eV/Å.

Okay, here come the Löwdin numbers, in e, for every atom: C -0.05; C -0.70; C -0.15; N 0.03; N 0.03; S 0.74; H 0.02; H 0.03; H 0.12; H 0.03; H 0.09; H -0.18

# 2
C8H10 | ωB97M-V/def2-TZVPD

For the energy above the lowest of the compared OMol25 structures with the same formula, charge and spin, the calculation gives 2.883 eV. For the LUMO energy, the calculation gives 0.99 eV. The HOMO energy is -8.94 eV. The frontier orbital gap is 9.94 eV. As for the SMILES: c1ccccc1.C=C.

```
18
Properties=species:S:1:pos:R:3:forces:R:3
C -2.849 0.223 -0.523 1.614 0.708 -2.001
C -1.642 -0.362 -0.355 -4.025 1.719 -1.065
C 0.463 -1.051 0.795 0.883 -0.414 3.143
C 1.343 -1.349 -0.179 1.251 1.425 -0.896
C 2.016 -0.273 -0.784 0.954 1.399 -1.170
C 1.721 1.028 -0.458 -0.725 2.016 -0.201
C 0.788 1.289 0.583 2.481 3.824 -0.093
C 0.251 0.273 1.259 -0.610 -1.573 0.416
H -3.030 0.986 -1.337 0.350 -0.877 0.985
H -3.716 -0.021 0.035 -0.497 -0.313 0.677
H -0.776 -0.113 -0.900 0.393 0.166 -0.836
H -1.566 -1.011 0.447 -0.118 -1.387 0.858
H 0.143 -1.881 1.442 -0.479 0.383 -0.561
H 1.554 -2.330 -0.496 0.194 -1.112 -0.072
H 2.860 -0.243 -1.499 -0.715 -1.313 0.120
H 2.122 1.957 -1.044 -0.367 -2.116 1.232
H 0.794 2.397 0.988 -0.679 -2.336 -0.970
H -0.476 0.481 2.025 0.094 -0.201 0.434
```
Forces are in eV/Å.

Okay, here come the Löwdin numbers, in e, for every atom: C -0.03; C -0.09; C -0.18; C -0.10; C -0.10; C -0.11; C -0.13; C -0.15; H 0.06; H 0.03; H 0.04; H 0.02; H 0.13; H 0.10; H 0.11; H 0.13; H 0.15; H 0.12

# 3
C39H70ClF7N2O4PS | ωB97M-V/def2-TZVPD

As for the expectation value of S²: 3.01. The spin multiplicity is 3. The charge is -1. For the LUMO energy (spin up / spin down), the calculation gives 1.77 / 1.99 eV. The HOMO energy (spin up / spin down) is -3.57 / -4.95 eV. The frontier orbital gap (spin up / spin down) is 5.33 / 6.94 eV.

```
125
Properties=species:S:1:pos:R:3:forces:R:3
C 3.370 -0.076 -0.605 -0.477 0.211 -0.523
C 2.112 -0.648 -1.078 0.014 -0.106 0.099
C 0.764 0.020 -0.905 1.002 -1.699 1.028
P 0.045 1.169 -2.290 0.742 -0.243 -1.179
C 0.986 2.615 -1.488 1.153 0.456 0.539
C 0.729 3.148 -0.061 0.524 1.015 0.932
C 0.012 4.513 0.089 0.130 0.016 0.497
S 0.518 5.159 1.762 0.087 -0.055 0.240
C 1.466 0.736 -3.547 0.352 0.417 -0.567
C 1.409 -0.664 -4.207 0.578 0.157 -0.455
C 0.172 -0.988 -5.079 0.255 -0.512 -0.416
C 0.401 -0.842 -6.614 -0.470 -0.472 0.658
C -0.946 -1.182 -7.299 0.258 0.175 0.385
C -1.977 -0.032 -7.172 0.898 -0.546 0.042
O -2.933 -0.380 -6.150 -0.051 0.539 -0.464
C -4.142 0.260 -6.350 2.650 0.949 2.079
O -4.984 -0.276 -6.955 -2.139 -0.958 -1.400
C -4.357 1.628 -5.738 0.409 -0.507 -0.051
C -5.188 1.791 -4.718 -0.485 0.555 0.489
C -0.785 2.184 -3.722 -1.665 0.592 0.107
C -0.473 3.609 -4.186 0.050 0.227 -1.428
C 0.889 3.984 -4.811 -0.493 0.682 -0.031
Cl -1.005 4.970 -3.069 0.240 -0.466 -0.097
C -1.624 1.356 -1.217 0.126 -0.188 0.493
F -2.121 2.632 -1.172 -0.159 -0.197 -0.316
F -1.515 1.012 0.135 0.037 0.074 -0.088
C -2.795 0.398 -1.632 -0.501 0.615 0.804
F -3.914 0.905 -1.007 0.023 -0.271 0.080
F -3.128 0.341 -2.934 0.520 0.277 -0.252
C -2.761 -1.097 -1.183 -2.171 -0.422 -1.322
F -2.723 -1.339 0.105 0.933 0.153 0.679
F -1.942 -1.863 -1.868 1.292 -0.037 0.248
F -3.991 -1.575 -1.567 -0.345 0.182 0.102
H 3.694 -0.154 0.434 0.138 0.128 -0.291
H 3.933 0.535 -1.322 0.159 -0.059 0.515
H 2.209 -1.660 -1.489 -0.349 0.271 0.033
H 0.048 -0.813 -0.769 0.081 0.358 -0.127
H 0.889 0.463 0.097 -0.527 0.400 -0.407
H -0.640 0.006 -2.816 -0.144 -0.004 -0.026
H 2.004 2.183 -1.402 -0.474 -0.173 -0.081
H 1.217 3.500 -2.104 -0.621 -0.255 -0.140
H 1.723 3.399 0.372 -0.160 -0.324 -0.350
H 0.338 2.472 0.709 -0.256 -0.175 -0.626
H 0.446 5.228 -0.615 -0.490 -0.185 -0.049
H -1.078 4.482 0.065 0.248 -0.004 -0.316
H -0.568 5.770 2.290 0.022 -0.253 -0.573
H 1.428 1.389 -4.441 -0.265 0.127 0.491
H 2.472 0.991 -3.164 -0.240 -0.600 0.112
H 2.269 -0.670 -4.913 -0.209 -0.191 0.262
H 1.607 -1.520 -3.550 -0.214 0.446 0.237
H -0.033 -2.068 -4.957 -0.067 0.332 0.064
H -0.766 -0.504 -4.784 0.392 0.112 0.070
H 1.166 -1.590 -6.876 -0.152 0.292 -0.160
H 0.791 0.149 -6.894 -0.193 -0.156 0.038
H -1.369 -2.026 -6.733 0.039 0.105 -0.357
H -0.815 -1.518 -8.336 -0.096 0.293 0.155
H -2.469 0.118 -8.144 -0.079 0.143 0.374
H -1.439 0.873 -6.839 -0.292 -0.043 -0.325
H -3.812 2.507 -6.095 -0.743 -0.225 -0.964
H -5.270 1.103 -3.874 -0.856 -0.497 -0.846
H -5.792 2.702 -4.690 0.965 0.312 0.804
H -1.886 2.254 -3.588 0.423 -0.177 0.339
H -0.759 1.563 -4.638 0.432 0.177 0.284
H -1.164 3.792 -5.027 0.076 -0.151 0.341
H 1.181 3.257 -5.582 0.054 -0.074 0.497
H 1.684 4.197 -4.090 -0.064 -0.433 -0.155
H 0.709 4.922 -5.364 0.188 -0.176 0.251
C -5.487 -0.909 2.015 -0.312 -0.124 -0.107
C -4.756 -0.922 3.377 0.129 0.291 -2.112
C -4.137 -2.305 3.602 -0.117 -0.353 0.445
C -5.175 -3.378 3.926 -0.034 0.063 0.003
C -6.056 -2.948 5.097 0.541 -0.173 -0.073
C -6.681 -1.559 4.921 -1.972 -0.381 -0.414
N -5.687 -0.537 4.482 1.728 -1.291 1.651
O -4.976 -0.200 5.518 -0.348 0.714 -0.093
C -7.843 -1.627 3.910 -0.012 -0.164 -0.351
C -7.358 -1.161 6.237 0.451 0.352 0.316
C -3.636 0.110 3.206 0.114 0.231 0.638
H -4.786 -0.755 1.197 0.101 0.035 0.170
H -5.997 -1.844 1.784 -0.084 0.039 0.080
H -6.214 -0.096 1.964 -0.003 -0.025 0.067
H -3.414 -2.260 4.424 -0.071 0.153 0.036
H -3.573 -2.604 2.716 -0.045 0.222 -0.071
H -5.790 -3.599 3.049 0.005 0.053 -0.011
H -4.666 -4.312 4.179 -0.023 0.005 -0.013
H -6.846 -3.690 5.247 -0.125 0.174 0.009
H -5.450 -2.966 6.009 -0.009 0.197 -0.013
H -8.225 -0.629 3.688 0.086 0.007 0.008
H -8.672 -2.209 4.318 0.101 0.024 0.152
H -7.581 -2.108 2.971 0.068 0.094 -0.012
H -6.673 -1.193 7.084 0.082 0.123 -0.111
H -8.173 -1.850 6.465 0.033 -0.066 -0.217
H -7.779 -0.155 6.175 0.057 -0.009 -0.023
H -4.046 1.103 3.015 -0.012 -0.035 0.009
H -3.003 -0.157 2.360 -0.190 -0.097 -0.061
H -2.983 0.172 4.077 -0.166 0.008 0.083
C 9.145 -1.281 3.147 0.025 -0.309 0.086
C 7.988 -0.255 3.095 2.015 -0.365 0.145
C 7.633 0.175 4.522 -0.484 -0.059 0.250
C 6.899 -0.911 5.308 -0.002 -0.031 -0.070
C 5.677 -1.408 4.538 0.158 0.506 0.270
C 5.986 -1.829 3.097 -0.146 -2.103 0.069
N 6.813 -0.822 2.371 -1.443 1.789 1.267
O 6.038 0.163 2.026 0.192 -0.198 -0.729
C 6.700 -3.196 3.088 0.340 -0.097 0.203
C 4.661 -2.100 2.375 -0.128 0.551 -0.322
C 8.582 0.938 2.340 -0.518 0.318 -0.324
H 10.105 -0.775 3.260 -0.118 0.155 -0.013
H 9.079 -1.969 3.988 -0.089 -0.055 -0.073
H 9.199 -1.862 2.225 -0.070 0.005 0.021
H 7.004 1.071 4.495 -0.022 -0.041 -0.173
H 8.542 0.458 5.060 0.093 -0.017 -0.192
H 7.569 -1.745 5.535 0.023 0.010 -0.047
H 6.581 -0.509 6.273 0.015 -0.018 -0.011
H 5.225 -2.244 5.077 0.001 -0.085 -0.194
H 4.925 -0.611 4.535 0.046 0.011 -0.187
H 7.027 -3.458 2.080 -0.004 0.079 0.005
H 6.023 -3.983 3.425 -0.119 0.140 -0.031
H 7.562 -3.247 3.751 0.039 0.060 -0.061
H 3.983 -1.248 2.411 0.140 0.066 -0.070
H 4.137 -2.933 2.845 0.212 -0.029 0.122
H 4.827 -2.360 1.328 0.014 0.070 0.015
H 8.871 0.653 1.326 -0.052 -0.016 0.021
H 9.474 1.301 2.853 -0.020 -0.210 0.109
H 7.894 1.780 2.274 -0.114 -0.145 -0.060
```
Forces are in eV/Å.

Löwdin population analysis, charges in e, atoms 1 to 99: C 0.00; C -0.23; C -0.28; P 0.68; C -0.26; C -0.33; C -0.56; S 0.65; C -0.28; C -0.24; C -0.22; C -0.21; C -0.17; C -0.17; O -0.05; C -0.51; O 0.18; C -0.07; C 0.03; C -0.30; C -0.72; C -0.15; Cl 0.59; C -0.42; F 0.03; F 0.01; C -0.36; F 0.09; F 0.11; C -0.56; F 0.17; F 0.18; F 0.11; H 0.02; H 0.04; H 0.07; H 0.06; H 0.07; H 0.02; H 0.06; H 0.06; H 0.08; H 0.09; H 0.03; H 0.05; H -0.18; H 0.05; H 0.06; H 0.10; H 0.08; H 0.11; H 0.07; H 0.10; H 0.11; H 0.11; H 0.10; H 0.13; H 0.12; H 0.11; H 0.07; H 0.07; H 0.06; H 0.06; H 0.07; H 0.07; H 0.06; H 0.06; C -0.03; C -0.48; C -0.13; C -0.18; C -0.14; C -0.50; N -0.07; O -0.02; C -0.04; C -0.05; C -0.03; H 0.06; H 0.06; H 0.09; H 0.13; H 0.12; H 0.10; H 0.11; H 0.12; H 0.12; H 0.09; H 0.08; H 0.06; H 0.08; H 0.08; H 0.09; H 0.10; H 0.07; H 0.08; C -0.04; C -0.49; C -0.14